[1]
A cluster of 2 separate species, C4H10BrNO in total in a non-equilibrium geometry. Source: the Open Molecules 2025 dataset; level of theory: wB97M-V/def2-TZVPD.

Structure (XYZ):
```
17
Properties=species:S:1:pos:R:3:lowdin_charge:R:1
Br 2.272 -1.345 -0.200 0.652
C 2.796 0.481 -0.030 -0.522
H 2.042 1.141 -0.492 0.035
H 3.765 0.650 -0.530 0.036
H 2.897 0.753 1.034 0.000
O 1.207 2.112 1.763 0.020
C 0.707 1.009 1.562 -0.637
N 1.059 -0.078 2.303 -0.062
C -0.332 0.750 0.491 -0.035
C 2.043 0.029 3.362 -0.078
H 0.620 -0.980 2.105 0.119
H -1.273 0.382 0.934 0.089
H -0.539 1.693 -0.042 0.094
H 0.029 0.006 -0.238 0.023
H 2.178 -0.961 3.829 0.092
H 1.714 0.742 4.136 0.093
H 3.016 0.366 2.965 0.080
```

Output
E_HOMO ... -9.42 eV
Lowest unoccupied orbital energy ... 0.668 eV
SMILES ... CNC(C)=O.CBr
Orbital gap ... 10.09 eV



[2]
A structure of composition C16H21Cl2FeN3O2. Source: the Open Molecules 2025 dataset; level of theory: wB97M-V/def2-TZVPD.

Structure (XYZ):
```
45
Properties=species:S:1:pos:R:3:mulliken_spin:R:1
Fe 0.217 -0.072 0.372 1.367
C 1.858 0.876 -0.493 -0.026
C 1.528 1.519 0.740 -0.157
C 1.656 0.563 1.795 0.015
C 2.016 -0.675 1.220 -0.131
C 2.148 -0.485 -0.206 -0.129
C 2.575 -1.498 -1.215 0.004
C 2.164 -1.948 1.982 0.012
C 1.362 0.789 3.241 -0.003
C 1.066 2.924 0.927 0.012
C 1.904 1.489 -1.856 0.000
H 3.615 -1.319 -1.496 -0.008
H 1.981 -1.430 -2.126 -0.003
H 2.506 -2.513 -0.830 0.003
H 3.045 -1.893 2.625 -0.008
H 2.281 -2.807 1.326 0.002
H 1.296 -2.117 2.622 -0.005
H 2.100 0.276 3.858 0.000
H 0.379 0.396 3.503 -0.002
H 1.389 1.848 3.488 0.001
H 1.860 3.513 1.391 -0.009
H 0.199 2.968 1.589 -0.007
H 0.808 3.399 -0.017 0.003
H 2.939 1.558 -2.194 -0.002
H 1.486 2.494 -1.865 0.002
H 1.362 0.887 -2.585 -0.002
N -3.562 1.405 -3.000 0.000
C -2.678 0.448 -2.642 0.003
C -1.768 0.654 -1.586 0.024
N -0.919 -0.299 -1.240 -0.005
C -0.922 -1.459 -1.918 0.011
C -1.801 -1.625 -2.969 -0.003
N -2.670 -0.691 -3.332 0.003
H -3.771 2.163 -2.375 0.000
H -4.262 1.152 -3.678 0.000
H -1.767 1.571 -1.012 -0.006
H -0.242 -2.236 -1.602 0.002
H -1.811 -2.549 -3.533 0.000
Cl -2.701 -2.015 3.655 0.000
C -3.226 -1.405 2.088 -0.001
Cl -3.244 -2.690 0.854 0.000
C -2.317 -0.292 1.573 0.006
O -2.795 0.730 1.133 0.002
O -1.044 -0.573 1.605 0.033
H -4.239 -1.032 2.182 0.000
```

Output
Total charge ... +1
E_HOMO (alpha / beta) ... -12.08 / -12.07 eV
Lowest unoccupied orbital energy (alpha / beta) ... -4.933 / -3.788 eV
<S²> ... 0.88
2S+1 ... 2
Orbital gap (alpha / beta) ... 7.15 / 8.29 eV



[3]
The molecule C3H6O3 in a non-equilibrium geometry. Source: the Open Molecules 2025 dataset; level of theory: wB97M-V/def2-TZVPD.

Structure (XYZ):
```
12
Properties=species:S:1:pos:R:3:lowdin_charge:R:1
C 1.080 -0.498 0.206 -0.264
C 0.105 0.519 0.732 -0.148
C -1.837 0.163 -0.532 -0.387
H 1.865 0.178 -1.610 0.152
H 0.420 -1.308 -0.269 0.136
H 1.513 -0.929 1.192 0.151
H -0.405 -0.037 1.600 0.151
H 0.572 1.530 0.992 0.155
H -2.533 0.534 -1.333 0.154
O 2.173 -0.145 -0.661 -0.107
O -0.870 0.951 -0.263 -0.012
O -2.081 -0.958 -0.053 0.018
```

Output
E_HOMO ... -10.41 eV
Lowest unoccupied orbital energy ... 0.695 eV
SMILES ... O=COCCO
Orbital gap ... 11.10 eV



[4]
The ion C16H19F5N5SSi with charge +1 in a non-equilibrium geometry. Source: the Open Molecules 2025 dataset; level of theory: wB97M-V/def2-TZVPD.

Structure (XYZ):
```
47
Properties=species:S:1:pos:R:3:lowdin_charge:R:1
C -1.066 -0.127 2.908 -0.211
Si -1.928 -0.036 1.181 0.553
C -3.135 1.473 1.231 -0.191
C -0.642 0.133 -0.247 -0.243
C 0.463 1.287 0.008 -0.105
C 1.089 1.649 -1.452 -0.320
F 1.164 0.496 -2.304 0.069
F 0.099 2.483 -2.070 0.057
N 2.419 2.291 -1.328 0.165
C 3.572 1.714 -0.664 -0.072
C 3.836 0.366 0.120 -0.083
C 3.117 -0.943 -0.433 -0.064
C 3.600 -1.456 -1.857 -0.398
F 4.637 -2.423 -1.800 0.079
F 3.956 -0.453 -2.781 0.080
F 2.475 -2.142 -2.436 0.048
N 4.658 2.673 -0.817 0.120
N 4.212 3.763 -1.503 0.180
N 2.921 3.469 -1.747 -0.180
N 2.213 4.457 -2.428 0.094
C 1.700 5.229 -1.471 -0.542
S 1.152 6.178 -0.234 0.832
C -2.910 -1.656 0.820 -0.241
C -4.329 -1.635 0.174 -0.057
C -5.013 -3.032 -0.040 -0.064
C -4.364 -4.379 0.335 -0.061
C -2.947 -4.370 0.973 -0.061
C -2.235 -3.013 1.194 -0.081
H -0.213 -0.884 2.906 0.033
H -1.865 -0.535 3.631 0.059
H -0.778 0.917 3.270 0.038
H -2.961 2.163 0.335 0.040
H -2.898 2.060 2.187 0.042
H -4.203 1.037 1.248 0.041
H -0.179 -0.889 -0.498 0.088
H -1.257 0.431 -1.181 0.107
H 1.262 0.995 0.769 0.111
H -0.055 2.267 0.338 0.139
H 3.616 0.544 1.240 0.148
H 4.975 0.170 0.074 0.156
H 1.968 -0.903 -0.442 0.102
H 3.366 -1.792 0.313 0.159
H -4.863 -0.674 -0.126 0.084
H -6.059 -3.052 -0.488 0.087
H -4.865 -5.391 0.178 0.095
H -2.443 -5.346 1.265 0.089
H -1.200 -2.992 1.664 0.078
```

Output
Total charge ... +1
E_HOMO ... -10.91 eV
Lowest unoccupied orbital energy ... -5.333 eV
SMILES ... C[Si](C)(CCC(F)(F)N1C(CCC(F)(F)F)=[N+]=NN1N=C=S)c1ccccc1
Orbital gap ... 5.58 eV



[5]
A cluster of 4 separate species, C5H20N3O3 in total in a non-equilibrium geometry. Source: the Open Molecules 2025 dataset; level of theory: wB97M-V/def2-TZVPD.

Structure (XYZ):
```
31
Properties=species:S:1:pos:R:3:lowdin_charge:R:1
C -1.723 -1.011 1.301 -0.119
C -0.664 -0.452 2.273 -0.161
C 0.690 -1.150 2.054 -0.172
C 1.772 -0.144 1.674 -0.188
N 1.423 0.593 0.443 -0.020
C 1.118 1.967 0.406 -0.264
N -0.098 2.287 0.273 0.091
N -1.908 -0.033 0.169 0.163
H -2.699 -1.127 1.764 0.130
H -1.362 -1.921 0.866 0.100
H -1.053 -0.540 3.288 0.119
H -0.518 0.626 2.190 0.096
H 0.596 -1.910 1.278 0.107
H 0.984 -1.609 2.998 0.120
H 1.874 0.497 2.549 0.127
H 2.734 -0.600 1.442 0.113
H 0.799 0.107 -0.186 0.069
H 1.972 2.615 0.471 0.125
H -0.346 3.241 0.039 0.068
H -1.736 0.963 0.368 0.119
H -1.185 -0.224 -0.497 0.084
H -2.820 -0.177 -0.236 0.153
H -0.370 1.672 -3.246 0.051
H 0.924 2.434 -2.999 0.060
O 0.402 1.689 -2.678 -0.048
H 1.312 -0.418 -2.552 0.037
H 1.609 -1.537 -1.683 0.057
O 0.963 -1.306 -2.364 -0.054
H -0.818 -2.047 -2.352 0.030
H -2.215 -2.545 -1.842 0.062
O -1.492 -1.941 -1.667 -0.058
```

Output
Total charge ... +1
E_HOMO ... -12.64 eV
Lowest unoccupied orbital energy ... -2.581 eV
Orbital gap ... 10.06 eV



[6]
The molecule C2H4N2O2 in a non-equilibrium geometry. Source: the Open Molecules 2025 dataset; level of theory: wB97M-V/def2-TZVPD.

Structure (XYZ):
```
10
Properties=species:S:1:pos:R:3:lowdin_charge:R:1
C -0.722 0.661 0.139 -0.136
C 0.762 0.522 0.303 -0.473
O 1.282 -0.413 -0.614 0.031
N -1.273 -0.609 0.648 -0.040
N -1.068 -1.618 -0.077 0.072
O 1.494 1.044 1.117 0.112
H 2.229 -0.471 -0.367 0.129
H -0.649 -1.451 -1.004 0.055
H -1.070 1.489 0.764 0.122
H -0.983 0.846 -0.908 0.127
```

Output
E_HOMO ... -9.82 eV
Lowest unoccupied orbital energy ... 0.049 eV
SMILES ... [H]/N=N\CC(=O)O
Orbital gap ... 9.87 eV